Density functional theory data (ωB97M-V/def2-TZVPD) for a structure of composition C49H43BrCoN3O8SSi.

⟨S²⟩   6.052
Spin multiplicity   5
M   1000.89 g/mol
E_LUMO (alpha / beta)   -0.46 / -0.46 eV
Net charge   0
Highest occupied orbital energy (alpha / beta)   -6.760 / -7.407 eV
Total energy   -198739.7476 eV
Energy relative to the best compared isomer or geometry (same formula, charge and spin)   27.0 kcal per mole

The geometry in XYZ format:
```
107
Properties=species:S:1:pos:R:3:lowdin_charge:R:1
Co -0.41553 -0.82998 -1.02621 0.6804
N -0.71739 -1.51507 -5.12352 0.1289
C -0.01006 -1.50391 -3.96713 -0.1188
N -0.75680 -1.77841 -2.91557 0.0677
C -2.05240 -2.12270 -3.37848 -0.1645
C -3.15603 -2.83047 -2.87743 -0.0146
C -4.18822 -3.20484 -3.74048 -0.0994
C -4.16763 -2.80144 -5.07625 -0.1145
C -3.12084 -2.07492 -5.62454 -0.0274
C -2.02129 -1.85432 -4.78949 -0.1873
H -0.33942 -1.44521 -6.07700 0.1773
H 1.07068 -1.34163 -3.94049 0.1378
H -3.15872 -3.16520 -1.84712 0.1054
H -5.02141 -3.86802 -3.39504 0.1165
H -4.94847 -3.22785 -5.76540 0.1181
H -3.19939 -1.77302 -6.65381 0.1023
Br 2.84223 -0.50774 3.97351 0.8123
C 2.98665 1.26601 3.29040 -0.5728
C 4.19642 1.91395 3.56411 -0.1164
C 4.29328 3.31251 3.38507 -0.0481
C 3.29088 4.01177 2.68934 -0.0563
C 2.13427 3.33894 2.31839 -0.0156
C 1.91988 2.01489 2.69773 -0.1472
C 0.77549 1.19602 2.18656 -0.3205
O -0.59190 1.66295 2.34668 -0.0481
O 0.89099 0.13676 1.60558 0.1201
H 4.95671 1.37483 4.08260 0.0859
H 5.17263 3.80177 3.78835 0.1070
H 3.39044 5.07662 2.45862 0.1132
H 1.32311 3.78809 1.74590 0.1273
O 2.48194 0.50529 -3.18610 -0.0012
C 1.46027 0.87747 -2.58961 -0.5795
O 0.99064 0.24286 -1.55610 -0.1300
C 0.84082 2.13055 -3.12129 -0.0933
C 1.64770 2.71937 -4.12448 -0.0022
C 1.19085 3.85152 -4.80821 -0.0500
C -0.02233 4.49275 -4.42879 0.0184
C -0.73723 3.94123 -3.32313 -0.1547
C -0.28639 2.82092 -2.64018 0.0714
N -1.97803 4.58024 -2.93740 -0.3148
O -2.49299 4.23391 -1.86306 0.0420
O -2.44327 5.39422 -3.76379 0.0537
H 2.63898 2.29345 -4.28110 0.1194
H 1.72966 4.22703 -5.68589 0.1048
H -0.41263 5.34665 -4.99344 0.1143
H -0.96642 2.36856 -1.87659 0.1158
C -4.56378 -0.10377 0.22791 -0.0837
C -3.93485 1.07003 1.01670 -0.5764
C -3.97632 2.37768 0.18306 -0.1068
C -4.47380 1.19486 2.44698 -0.1051
Si -2.03840 0.55333 1.12514 0.6880
O -1.44275 0.68853 -0.32335 -0.3303
C -1.03724 2.93061 2.89047 -0.2523
C -0.86148 3.13187 4.25506 -0.0028
C -1.13628 4.37977 4.78492 -0.0580
C -1.68943 5.36616 3.97085 -0.0740
C -2.03376 5.05640 2.68542 -0.0531
C -1.62616 3.85581 2.10881 -0.0281
C -1.89294 -1.11885 2.05006 -0.1440
C -1.95243 -1.16028 3.46210 -0.1319
C -1.45469 -2.23350 4.15069 -0.0911
C -0.82651 -3.35423 3.48240 -0.0831
C -0.86862 -3.42258 2.12164 0.0112
C -1.58685 -2.36540 1.26675 -0.4033
H -5.58707 0.18901 -0.05334 0.0862
H -4.66827 -1.03381 0.83920 0.0880
H -4.04759 -0.37329 -0.70769 0.0796
H -5.02083 2.49349 -0.25720 0.1028
H -3.25843 2.47565 -0.65744 0.0497
H -3.89436 3.27907 0.81258 0.0622
H -5.48166 1.67278 2.40157 0.0876
H -3.83959 1.79780 3.13303 0.0717
H -4.64188 0.15051 2.87748 0.0947
H -0.41596 2.34422 4.86709 0.1352
H -0.97446 4.57575 5.85234 0.1176
H -1.90213 6.32397 4.42000 0.1083
H -2.57744 5.73829 2.06552 0.1127
H -1.74922 3.70890 1.02413 0.1284
H -2.46312 -0.32164 3.98413 0.1026
H -1.61030 -2.21968 5.21994 0.0920
H -0.34848 -4.14313 4.06683 0.0979
H -0.40019 -4.26277 1.59979 0.1011
H -2.51443 -2.84540 0.85656 0.1448
O -0.74125 -2.18033 0.12973 -0.3370
S 2.41370 -3.06231 -1.04489 1.0115
C 2.47014 -4.39046 0.09481 -0.4851
C 3.28640 -4.27088 1.26104 -0.0827
C 3.33849 -5.31431 2.13142 -0.1171
C 2.51932 -6.39867 1.97234 -0.1241
C 1.63286 -6.50280 0.92247 -0.1060
C 1.61735 -5.50313 -0.03413 -0.1202
C 3.95858 -2.32303 -1.14681 -0.5520
C 4.27460 -1.15054 -0.40478 -0.0885
C 5.51551 -0.58269 -0.58322 -0.0883
C 6.38583 -1.06622 -1.57845 -0.1067
C 6.03088 -2.10635 -2.39151 -0.0957
C 4.82532 -2.78860 -2.15230 -0.0856
H 3.89693 -3.37341 1.36073 0.1002
H 4.05282 -5.31905 2.97145 0.1140
H 2.51511 -7.14300 2.77098 0.1022
H 0.93603 -7.35178 0.80856 0.1131
H 0.84517 -5.51259 -0.80691 0.1098
H 3.49513 -0.69580 0.20462 0.1046
H 5.83066 0.28555 0.05449 0.1145
H 7.36890 -0.56803 -1.69030 0.1086
H 6.74618 -2.47424 -3.15770 0.1125
H 4.55733 -3.67989 -2.69747 0.0969
```